P:
{
  "formula": "C2H4N2O2",
  "method": "ωB97M-V/def2-TZVPD",
  "elements": ["N", "N", "C", "O", "C", "O", "H", "H", "H", "H"],
  "coordinates": [[0.786, 1.055, 0.193], [-0.101, 0.020, 0.045], [0.249, -1.216, 0.566], [-0.538, -2.134, 0.624], [-1.185, 0.220, -0.828], [-2.030, -0.568, -1.056], [1.724, 0.902, -0.275], [0.706, 1.589, 1.097], [1.396, -1.219, 0.789], [-1.007, 1.351, -1.155]],
  "total_charge": 0,
  "gap_ev": 10.4,
  "e_homo_ev": -9.894,
  "mol_weight_da": 88.066
}

***

Q:
{
  "formula": "C2H4N2O2",
  "method": "ωB97M-V/def2-TZVPD",
  "elements": ["N", "C", "O", "N", "C", "O", "H", "H", "H", "H"],
  "coordinates": [[1.952, -0.047, 0.146], [0.692, -0.324, 0.564], [0.417, -0.914, 1.592], [-0.241, 0.186, -0.378], [-1.472, 0.038, -0.096], [-2.401, 0.503, -0.925], [2.747, -0.328, 0.690], [2.079, 0.440, -0.722], [-1.876, -0.446, 0.793], [-1.898, 0.892, -1.664]],
  "total_charge": 0,
  "gap_ev": 10.9,
  "e_homo_ev": -10.008,
  "mol_weight_da": 88.066
}

***

R:
{
  "formula": "C2H4N2O2",
  "method": "ωB97M-V/def2-TZVPD",
  "elements": ["C", "N", "C", "N", "O", "O", "H", "H", "H", "H"],
  "coordinates": [[-1.210, 0.849, 1.160], [-0.089, -0.333, -0.415], [0.617, -1.291, -0.042], [1.039, -0.271, -1.551], [-1.120, -0.087, 1.937], [1.007, -2.041, 0.774], [0.511, 0.261, -2.260], [1.867, 0.258, -1.311], [-2.098, 0.947, 0.511], [-0.525, 1.709, 1.196]],
  "total_charge": 0,
  "gap_ev": 9.9,
  "e_homo_ev": -9.705,
  "mol_weight_da": 88.066
}

***

The computed energies, referenced to the most stable structure and given in kcal/mol, are P 50.0; Q 0.0; R 103.4.

***

P:
{
  "formula": "C7H12N2",
  "method": "ωB97M-V/def2-TZVPD",
  "elements": ["H", "N", "C", "C", "C", "N", "H", "H", "H", "C", "C", "C", "C", "H", "H", "H", "H", "H", "H", "H", "H"],
  "coordinates": [[-0.124, -3.122, -0.215], [0.646, -2.457, -0.237], [0.334, -1.303, -0.728], [1.269, -0.642, -1.724], [-1.094, -1.065, -1.177], [-2.131, -1.001, -1.680], [2.295, -0.811, -1.408], [1.116, -1.073, -2.713], [1.068, 0.426, -1.796], [-1.708, 1.541, 0.529], [-1.102, 0.281, 1.044], [0.239, -0.011, 1.165], [1.326, 1.030, 1.109], [-0.985, 2.201, 0.056], [-2.485, 1.310, -0.200], [-2.176, 2.080, 1.359], [-1.812, -0.435, 1.442], [0.481, -0.813, 1.854], [2.280, 0.556, 0.882], [1.437, 1.514, 2.081], [1.125, 1.791, 0.358]],
  "total_charge": 0,
  "gap_ev": 9.0,
  "e_homo_ev": -8.853,
  "mol_weight_da": 124.187
}

***

Q:
{
  "formula": "C7H12N2",
  "method": "ωB97M-V/def2-TZVPD",
  "elements": ["C", "C", "C", "C", "C", "C", "C", "H", "H", "H", "H", "H", "H", "H", "H", "H", "H", "H", "H", "N", "N"],
  "coordinates": [[-1.584, -0.674, 0.267], [-0.454, 0.451, 0.314], [-1.010, 1.792, -0.348], [0.585, 0.597, -0.837], [1.537, -0.648, -0.690], [1.230, -1.873, 0.009], [0.531, 0.078, 1.491], [-1.722, -1.194, -0.668], [-2.527, -0.220, 0.417], [-1.388, -1.406, 1.097], [-0.498, 2.724, -0.162], [-1.988, 2.032, -0.343], [-1.065, 0.812, -2.228], [1.224, 1.408, -0.359], [2.589, -0.489, -1.055], [0.080, -2.077, -0.137], [1.945, -2.670, -0.131], [0.237, -0.402, 2.353], [1.021, 1.033, 1.849], [-0.353, 1.428, -1.633], [1.611, -0.701, 0.794]],
  "total_charge": 0,
  "gap_ev": 9.7,
  "e_homo_ev": -8.811,
  "mol_weight_da": 124.187
}

***

The computed energies, referenced to the most stable structure and given in kcal/mol, are P 0.0; Q 50.4.

***

P:
{
  "formula": "C4H12NO2",
  "method": "ωB97M-V/def2-TZVPD",
  "elements": ["C", "C", "C", "C", "O", "N", "H", "H", "H", "H", "H", "H", "H", "H", "H", "H", "H", "H", "O"],
  "coordinates": [[-0.372, -2.161, 0.942], [-0.139, -0.864, 0.162], [0.510, 0.207, 1.072], [2.086, 0.157, 0.956], [2.635, 1.133, 0.563], [-1.446, -0.393, -0.412], [-0.682, -2.937, 0.237], [-1.129, -2.009, 1.713], [0.570, -2.484, 1.380], [0.529, -1.084, -0.670], [0.240, 0.085, 2.119], [0.298, 1.190, 0.648], [2.565, -0.674, 1.491], [-1.769, -1.043, -1.125], [-1.287, 0.472, -0.947], [-2.110, -0.230, 0.344], [-2.089, 2.607, -2.158], [-2.268, 1.908, -3.455], [-2.098, 1.727, -2.510]],
  "total_charge": 1,
  "gap_ev": 10.2,
  "e_homo_ev": -13.592,
  "mol_weight_da": 106.145
}

***

Q:
{
  "formula": "C4H12NO2",
  "method": "ωB97M-V/def2-TZVPD",
  "elements": ["C", "C", "C", "C", "O", "N", "H", "H", "H", "H", "H", "H", "H", "H", "H", "H", "H", "H", "O"],
  "coordinates": [[2.059, 0.143, -1.249], [0.774, 0.596, -0.542], [-0.626, 0.634, -1.158], [-0.270, -0.473, -0.050], [-0.496, -0.327, 1.316], [-3.063, -0.103, 0.271], [2.813, -0.032, -0.460], [2.471, 0.929, -1.911], [2.008, -0.774, -1.810], [0.979, 1.501, 0.041], [-0.987, 0.106, -2.067], [-1.352, 1.314, -0.727], [-0.042, -1.495, -0.410], [-3.868, 0.453, 0.642], [-3.321, -1.047, 0.353], [-2.285, -0.007, 0.925], [2.099, -0.713, 2.986], [1.063, -0.383, 1.843], [2.046, -0.323, 2.007]],
  "total_charge": 1,
  "gap_ev": 5.9,
  "e_homo_ev": -14.904,
  "mol_weight_da": 106.145
}

***

R:
{
  "formula": "C4H12NO2",
  "method": "ωB97M-V/def2-TZVPD",
  "elements": ["C", "N", "C", "C", "C", "O", "O", "H", "H", "H", "H", "H", "H", "H", "H", "H", "H", "H", "H"],
  "coordinates": [[-1.067, -1.518, -0.016], [-0.511, -0.183, 0.435], [-1.389, 0.934, -0.067], [0.982, -0.180, 0.078], [1.664, 1.134, 0.166], [1.556, -1.250, 0.670], [1.013, -0.324, -1.505], [-1.913, -1.711, 0.566], [-1.362, -1.361, -1.024], [-0.276, -2.246, 0.047], [-0.634, -0.010, 1.504], [-1.050, 1.031, -1.196], [-2.416, 0.633, 0.085], [-1.166, 1.808, 0.517], [0.980, 1.835, -0.279], [1.979, 1.335, 1.206], [2.615, 1.209, -0.457], [2.445, -1.595, 0.313], [0.510, -1.156, -1.864]],
  "total_charge": 1,
  "gap_ev": 12.2,
  "e_homo_ev": -15.483,
  "mol_weight_da": 106.145
}

***

The computed energies, referenced to the most stable structure and given in kcal/mol, are P 0.0; Q 135.8; R 23.5.

***

P:
{
  "formula": "C4H12NO2",
  "method": "ωB97M-V/def2-TZVPD",
  "elements": ["O", "C", "C", "C", "C", "N", "H", "H", "H", "H", "H", "H", "H", "H", "H", "H", "H", "H", "O"],
  "coordinates": [[0.058, 0.028, 0.683], [-0.918, 0.091, 1.370], [-2.258, -0.239, 0.788], [-2.490, -0.447, -0.579], [-2.638, 0.913, -1.377], [4.503, 0.490, -0.227], [-0.877, 0.336, 2.439], [-3.096, -0.328, 1.482], [-1.632, -1.034, -0.945], [-3.417, -1.019, -0.646], [-2.658, 0.654, -2.435], [-1.916, 1.621, -1.000], [-3.622, 1.354, -1.214], [4.612, 0.937, -1.125], [4.377, 1.176, 0.505], [5.344, -0.020, 0.013], [2.889, -1.426, 0.347], [1.489, -1.256, 0.980], [2.247, -1.832, 0.942]],
  "total_charge": 1,
  "gap_ev": 3.9,
  "e_homo_ev": -12.518,
  "mol_weight_da": 106.145
}

***

Q:
{
  "formula": "C4H12NO2",
  "method": "ωB97M-V/def2-TZVPD",
  "elements": ["C", "C", "C", "C", "N", "O", "O", "H", "H", "H", "H", "H", "H", "H", "H", "H", "H", "H", "H"],
  "coordinates": [[1.549, -1.093, -0.654], [-1.443, -0.807, 0.383], [-0.662, 0.264, 0.983], [1.661, 0.118, 0.055], [-0.865, 1.664, 0.533], [-1.295, -0.808, -1.038], [1.628, 1.348, -0.493], [0.729, -1.026, -1.393], [1.288, -1.878, 0.096], [2.389, -1.320, -1.177], [-2.537, -0.754, 0.679], [-1.015, -1.609, 0.852], [-0.556, 0.198, 2.006], [2.086, 0.136, 1.079], [-0.102, 2.015, -0.126], [-0.836, 2.348, 1.207], [-1.672, 1.598, -0.133], [-1.598, -1.579, -1.456], [1.251, 1.183, -1.402]],
  "total_charge": 1,
  "gap_ev": [8.5, 8.5],
  "e_homo_ev": [-12.086, -12.086],
  "mol_weight_da": 106.145
}

***

R:
{
  "formula": "C4H12NO2",
  "method": "ωB97M-V/def2-TZVPD",
  "elements": ["O", "C", "C", "N", "C", "C", "H", "H", "H", "H", "H", "H", "H", "H", "H", "H", "H", "H", "O"],
  "coordinates": [[-0.787, 0.433, 2.307], [-1.377, 0.922, 1.383], [-0.664, 0.899, -0.013], [-0.285, -0.446, -0.488], [0.367, -0.529, -1.800], [0.677, 1.715, 0.212], [-2.327, 1.470, 1.395], [-1.255, 1.439, -0.886], [0.139, -1.136, 0.274], [-1.195, -0.963, -0.672], [1.428, -0.249, -1.791], [-0.073, 0.271, -2.437], [0.224, -1.482, -2.299], [1.468, 1.319, -0.390], [1.068, 1.477, 1.180], [0.453, 2.712, -0.112], [1.114, -3.167, 1.122], [0.469, -2.300, 2.018], [0.556, -2.389, 0.996]],
  "total_charge": 1,
  "gap_ev": 10.9,
  "e_homo_ev": -14.478,
  "mol_weight_da": 106.145
}

***

S:
{
  "formula": "C4H12NO2",
  "method": "ωB97M-V/def2-TZVPD",
  "elements": ["C", "C", "C", "C", "N", "O", "O", "H", "H", "H", "H", "H", "H", "H", "H", "H", "H", "H", "H"],
  "coordinates": [[2.277, 0.478, -0.123], [-1.551, 0.877, 0.411], [0.826, 1.053, -0.033], [-0.403, -1.584, -0.171], [-0.243, 0.219, 0.475], [-0.399, -1.537, -1.512], [-1.426, -1.942, 0.469], [2.738, 0.916, 0.714], [2.540, -0.576, -0.193], [2.714, 0.982, -0.989], [-1.574, 1.639, 1.123], [-1.705, 1.317, -0.603], [-2.387, 0.154, 0.838], [0.528, 1.466, -0.968], [0.764, 1.889, 0.677], [0.421, -2.159, 0.367], [-0.001, -0.159, 1.450], [-0.993, -0.883, -1.903], [-2.126, -2.148, -0.029]],
  "total_charge": 1,
  "gap_ev": 12.0,
  "e_homo_ev": -15.118,
  "mol_weight_da": 106.145
}

***

The computed energies, referenced to the most stable structure and given in kcal/mol, are P 64.9; Q 55.9; R 0.0; S 20.2.